# 1
This record from the Open Molecules 2025 dataset describes a cluster of 13 separate species, H25O13 in total at a distorted geometry. The level of theory is wB97M-V/def2-TZVPD.

The geometry in XYZ format:
```
38
H25O13 wB97M-V/def2-TZVPD
O 0.88519 3.10437 -0.38056
H 1.09525 2.35972 -1.03213
H -0.02629 3.17994 -0.37762
O -2.08257 -1.31140 -2.34369
H -2.19390 -1.93926 -1.70211
H -1.73531 -0.50466 -1.69009
O 2.27758 -0.91161 -0.33263
H 1.76406 -1.71951 -0.58831
O -1.34726 1.78186 2.04616
H -0.49106 1.99224 2.52487
H -1.39804 0.74234 1.88698
O -1.64455 3.66016 0.31825
H -1.22246 4.23600 0.92619
H -1.81846 2.72515 0.86505
O -0.95850 -0.82391 1.65688
H -0.92377 -0.34299 0.76543
H -0.05389 -0.96524 1.90253
O 0.99226 0.88071 -1.78170
H 1.34616 0.38596 -2.41816
H 1.94235 -0.10612 -0.89623
O 0.74509 -3.14337 -0.73408
H 0.12326 -3.21057 -0.00708
H 0.38614 -3.21981 -1.62140
O 1.25739 2.16334 2.04960
H 1.86701 2.65369 2.52493
H 1.05697 2.58162 1.14207
O -1.13541 0.37917 -0.60243
H -1.52065 1.17756 -0.51977
H 0.01898 0.58899 -1.48417
O -1.20229 -3.39960 1.17554
H -0.59909 -3.83979 1.80762
H -1.34911 -2.46532 1.47705
O 2.00841 -0.25406 2.21133
H 2.04651 0.64922 1.84510
H 2.24138 -0.59826 1.35696
O 0.07883 -2.42738 -3.17976
H 0.33284 -2.19690 -4.03556
H -0.76306 -1.86229 -2.75506
```

ΔE to the lowest compared entry with this formula, charge and spin in eV: 1.3925
Orbital gap in eV: 10.06
Electronic energy in Eh: -993.18655
Total charge: -1
HOMO level in eV: -7.0
Strongest force on any atom in eV/Å: 5.6
Lowest unoccupied orbital energy in eV: 3.08


# 2
This record from the Open Molecules 2025 dataset describes a cluster of 13 separate species, H25O13 in total at a distorted geometry. The level of theory is wB97M-V/def2-TZVPD.

The geometry in XYZ format:
```
38
H25O13 wB97M-V/def2-TZVPD
O 2.29279 0.84186 2.78346
H -0.99295 1.22999 -1.13403
H -2.65558 -1.72506 0.76676
O -0.83899 -0.99177 4.41198
H -1.16406 -1.85390 4.68550
H -0.79607 0.17473 0.42310
O -3.28351 -2.31158 1.21853
H -3.02317 -3.21627 1.00667
O -0.42908 -3.51114 -2.74051
H -1.26302 -3.08284 -2.96662
H -0.01733 -2.94029 -2.08358
O -3.26268 2.25741 -1.46490
H 2.36140 0.96074 1.82747
H -3.99924 1.88321 -1.95618
O 1.85156 -1.84503 3.70906
H 2.29532 -1.02482 3.43876
H 0.95949 -1.70226 4.03679
O -1.17186 -0.69427 0.75622
H 2.76043 0.38412 -3.54886
H 3.84967 2.21857 -0.59763
O -0.29716 1.32180 -0.44974
H -2.48814 2.06507 -1.99986
H -0.43182 -1.30356 0.66501
O 2.99928 2.60097 -0.83844
H -1.52356 -0.58528 3.88410
H 0.94950 -1.18202 -0.58210
O -0.81611 0.35041 -3.73414
H -0.66685 0.11856 -4.65074
H -1.11618 -0.37066 -3.17492
O -0.01507 2.17094 2.04275
H -0.85397 2.62416 2.18516
H 2.37648 2.00109 -1.25130
O 0.99543 -0.91206 -1.50756
H 2.14674 1.70834 -3.58353
H -0.03185 1.90335 1.09605
O 2.18388 0.90451 -4.12401
H 0.37929 -0.14968 -1.44699
H 1.36190 1.13715 2.84411
```

Multiplicity: 2
ΔE to the lowest compared entry with this formula, charge and spin in eV: 0.3631
<S²>: 0.755
Orbital gap (spin up / spin down) in eV: 9.55 / 4.81
Electronic energy in Eh: -992.95349
HOMO level (spin up / spin down) in eV: -10.3 / -10.3
Strongest force on any atom in eV/Å: 1.6
Lowest unoccupied orbital energy (spin up / spin down) in eV: -0.71 / -5.44


# 3
This record from the Open Molecules 2025 dataset describes a cluster of 13 separate species, H25O13 in total at a distorted geometry. The level of theory is wB97M-V/def2-TZVPD.

The geometry in XYZ format:
```
38
H25O13 wB97M-V/def2-TZVPD
O 2.53863 0.58216 2.19519
H 1.18107 1.78663 1.24300
H -2.69455 -0.85106 -0.33441
O 0.06653 1.16529 3.10209
H -0.01524 1.20458 4.05620
H 0.65570 1.24169 -0.05539
O -3.08208 0.03876 -0.41101
H -2.88739 0.29140 -1.36336
O -1.39061 -2.84923 -2.41906
H -0.72114 -2.24360 -2.82809
H -1.87115 -2.16681 -1.94119
O -2.42404 0.78945 1.90108
H 2.98120 1.40630 2.00058
H -2.27926 1.28983 1.08762
O 2.32721 -1.88778 0.85087
H 2.59404 -2.60893 1.43865
H 2.44188 -1.20872 1.57912
O -0.29684 -2.07445 0.52886
H 0.54135 -0.47294 -3.30844
H 2.59928 -0.76952 -1.37491
O 0.47067 1.91435 0.61552
H -3.29373 0.39531 1.82346
H -0.54571 -2.88982 0.09953
O 3.40297 -0.25856 -1.54741
H -0.80319 1.03066 2.70852
H 0.83964 -2.79262 -1.97647
O -2.02626 1.20250 -2.66207
H -2.21948 2.11302 -2.43775
H -1.11543 0.73139 -2.80163
O -0.77118 3.93179 1.98185
H -0.72801 4.04157 1.00833
H 4.01258 -0.39315 -0.82217
O 1.31131 -2.01952 -1.61481
H 0.64126 -1.19288 -1.75344
H -0.52312 2.99886 1.83168
O -0.19765 -0.55638 -2.68528
H 0.62092 -1.74513 0.40347
H 1.66948 0.63784 2.62470
```

Multiplicity: 2
ΔE to the lowest compared entry with this formula, charge and spin in eV: 0.6812
<S²>: 0.760
Orbital gap (spin up / spin down) in eV: 10.54 / 5.48
Electronic energy in Eh: -992.94180
HOMO level (spin up / spin down) in eV: -10.6 / -10.6
Strongest force on any atom in eV/Å: 3.2
Lowest unoccupied orbital energy (spin up / spin down) in eV: -0.08 / -5.13


# 4
This record from the Open Molecules 2025 dataset describes a cluster of 13 separate species, H25O16S in total at a distorted geometry. The level of theory is wB97M-V/def2-TZVPD.

The geometry in XYZ format:
```
42
H25O16S wB97M-V/def2-TZVPD
O 16.11700 48.68600 7.12400
H 16.61300 47.95100 7.36200
H 16.11000 48.59000 6.15700
H 16.50800 49.31500 7.64400
S 18.46700 51.26900 7.94000
O 19.48600 50.48500 8.60600
O 18.37600 52.51200 8.67900
O 18.79000 51.41500 6.54900
O 17.15900 50.63000 7.97000
O 17.42900 54.94400 8.13300
H 17.59800 53.99700 8.18200
H 17.78300 55.67600 8.81700
O 19.92900 48.17700 7.37600
H 19.74600 48.77700 6.63200
H 20.05000 48.83400 8.13500
O 17.59900 52.32500 11.07100
H 18.35200 51.93300 11.47400
H 17.81200 52.42200 10.15900
O 20.58900 53.15700 5.68300
H 19.75200 52.55800 5.94700
H 20.29700 53.95900 6.18100
O 15.08900 51.67900 8.95000
H 15.88000 51.38900 8.49400
H 14.98800 51.58100 9.82100
O 20.50400 49.78600 5.22500
H 19.87500 50.55700 5.53600
H 21.42600 49.83400 5.22200
O 17.00000 52.52300 5.22900
H 17.71900 52.08600 5.57500
H 16.82500 53.55300 5.39100
O 20.22900 53.85400 9.80700
H 19.44500 53.45600 9.44200
H 20.96700 53.47600 9.37700
O 14.37500 51.87900 6.25400
H 14.42000 51.99900 7.17600
H 15.39100 51.76500 6.29400
O 19.21500 49.32800 11.17400
H 18.60000 49.77900 11.74900
H 19.34200 49.86300 10.29200
O 21.88000 50.16400 9.37300
H 22.31600 50.74400 8.88300
H 20.99900 50.42600 9.13900
```

ΔE to the lowest compared entry with this formula, charge and spin in eV: 1.1146
Orbital gap in eV: 8.94
Electronic energy in Eh: -1616.98434
Total charge: -1
HOMO level in eV: -7.7
Strongest force on any atom in eV/Å: 7.7
Lowest unoccupied orbital energy in eV: 1.25


# 5
This record from the Open Molecules 2025 dataset describes a structure of composition H26NeO13 at a distorted geometry. The level of theory is wB97M-V/def2-TZVPD.

The geometry in XYZ format:
```
40
H26NeO13 wB97M-V/def2-TZVPD
Ne 0.57906 -15.53855 -12.82843
O -0.14584 -12.81117 -14.05759
H 0.56044 -13.36065 -14.39737
H 0.26008 -11.95488 -13.92253
O -0.46420 -19.11420 -13.76926
H -0.16829 -18.62516 -14.53705
H -1.25976 -19.55975 -14.06047
O -2.21347 -13.66490 -12.20646
H -2.02492 -13.18432 -11.40041
H -1.53493 -13.38140 -12.81919
O 1.46013 -14.32855 -15.65213
H 1.59023 -13.94851 -16.52097
H 2.33047 -14.62666 -15.38782
O 3.05024 -15.20721 -10.63599
H 2.17360 -14.91533 -10.38592
H 3.63906 -14.71818 -10.06123
O 1.01007 -14.59967 -8.84494
H 1.62141 -14.75686 -8.12537
H 0.43844 -15.36743 -8.84625
O -3.20104 -16.13745 -13.09367
H -2.96284 -15.25839 -12.79915
H -2.82759 -16.20556 -13.97237
O -0.88862 -17.46865 -11.48416
H -1.44206 -16.85354 -11.96538
H -0.58675 -18.08933 -12.14738
O 3.45690 -15.87703 -13.79030
H 4.16078 -15.22885 -13.81597
H 3.27103 -15.99267 -12.85846
O -0.77425 -16.73978 -8.79246
H -0.75714 -17.04866 -9.69829
H -1.63765 -16.33899 -8.69183
O -0.39572 -12.58309 -10.21025
H 0.23837 -11.86705 -10.17202
H 0.04179 -13.31460 -9.77470
O 0.16774 -16.80525 -15.60366
H -0.70225 -16.66151 -15.97609
H 0.55012 -15.92989 -15.54225
O 2.16586 -12.80992 -12.35108
H 1.26379 -13.06837 -12.54006
H 2.34709 -13.18408 -11.48887
```

ΔE to the lowest compared entry with this formula, charge and spin in eV: 0.0000
Orbital gap in eV: 10.92
Electronic energy in Eh: -1122.70009
HOMO level in eV: -10.8
Strongest force on any atom in eV/Å: 1.5
Lowest unoccupied orbital energy in eV: 0.10


# 6
This record from the Open Molecules 2025 dataset describes a cluster of 13 separate species, H26O13 in total at a distorted geometry. The level of theory is wB97M-V/def2-TZVPD.

The geometry in XYZ format:
```
39
H26O13 wB97M-V/def2-TZVPD
H 0.30949 0.78054 0.50362
H -0.83019 1.64847 1.01014
H -0.34377 3.98986 -2.56555
H 0.98347 3.53137 -3.16704
H 1.53626 -2.66873 -1.87532
H 0.84055 -3.46499 -2.94639
H -4.62364 -1.58619 2.23119
H -3.38089 -2.38850 1.82850
H -2.05435 4.24905 4.08753
H -2.24638 3.84253 2.58701
H 3.84908 2.73650 -1.00951
H 3.58935 1.46274 -0.33903
H 3.51629 -0.67405 -1.96806
H 2.03103 -1.10434 -1.69032
H 4.67599 0.03583 0.70767
H 5.69274 -0.52412 1.63353
H -2.12926 -3.42641 -1.68875
H -1.35456 -2.44965 -0.83167
H -3.31644 2.27364 -0.52538
H -2.54177 1.90851 -1.78430
H -3.96055 -1.61812 -0.71558
H -4.60874 -0.98464 -1.80617
H 2.47397 -1.12348 2.97738
H 2.10268 -2.56849 2.36505
H -1.33451 -1.26844 1.63872
H 0.05168 -1.28257 1.00785
O -0.64002 0.72580 0.70723
O 0.33438 4.14733 -3.26098
O 1.70411 -3.12577 -2.76409
O -3.71877 -1.50941 2.03576
O -1.90633 3.54533 3.40777
O 3.90659 2.41005 -0.11242
O 2.75341 -0.63914 -1.31160
O 5.25432 0.27311 1.47617
O -1.30928 -2.88663 -1.61840
O -3.15633 2.63634 -1.40980
O -3.71700 -1.03753 -1.40158
O 2.15320 -1.99282 3.18481
O -0.58582 -1.87298 1.40202
```

ΔE to the lowest compared entry with this formula, charge and spin in eV: 4.0780
Orbital gap in eV: 10.76
Electronic energy in Eh: -993.62337
HOMO level in eV: -11.1
Strongest force on any atom in eV/Å: 4.6
Lowest unoccupied orbital energy in eV: -0.30


# 7
This record from the Open Molecules 2025 dataset describes a cluster of 13 separate species, H26O13 in total at a distorted geometry. The level of theory is wB97M-V/def2-TZVPD.

The geometry in XYZ format:
```
39
H26O13 wB97M-V/def2-TZVPD
H -0.27492 -0.20485 -1.15599
H -0.60765 -0.18197 0.32684
H 2.95068 -1.44779 4.36428
H 2.79992 -0.94278 2.93870
H 1.74317 0.75368 -4.37792
H 0.93120 -0.44633 -3.91888
H -1.14482 3.42014 1.05025
H -1.30782 2.14886 0.23335
H 3.85135 0.00165 1.57582
H 3.11649 1.33208 1.57557
H 1.60378 2.35816 -0.61933
H 1.07387 3.70817 -1.07399
H -3.61181 -1.38390 0.99477
H -3.14664 -2.70047 0.39451
H 2.97479 0.20903 -1.27388
H 3.60774 1.27997 -2.14709
H -2.97032 0.99702 -4.21844
H -3.09593 2.49083 -4.46901
H -3.08057 0.20146 2.88976
H -2.21694 1.43864 3.07295
H -0.64624 -1.20234 3.24270
H -0.83951 -2.70104 3.07960
H 0.06707 -2.25300 -3.20645
H 1.15542 -1.50164 -2.45745
H -0.93375 -2.13003 1.52789
H -0.41576 -3.54408 1.32254
O -0.67409 -0.73688 -0.45843
O 2.58847 -0.71650 3.85143
O 0.84150 0.47750 -4.17864
O -1.80631 2.89428 0.58668
O 2.98482 0.39115 1.41335
O 1.60125 2.95889 -1.37306
O -3.36613 -2.28423 1.23568
O 3.79174 0.70593 -1.39502
O -3.29481 1.81045 -3.81592
O -2.87371 1.05077 2.48371
O -0.95505 -1.98447 3.71377
O 0.19979 -1.53365 -2.57883
O -0.62029 -2.73272 0.84416
```

ΔE to the lowest compared entry with this formula, charge and spin in eV: 4.2881
Orbital gap in eV: 10.51
Electronic energy in Eh: -993.61565
HOMO level in eV: -10.7
Strongest force on any atom in eV/Å: 1.3
Lowest unoccupied orbital energy in eV: -0.19


# 8
This record from the Open Molecules 2025 dataset describes a cluster of 13 separate species, H26O13 in total at a distorted geometry. The level of theory is wB97M-V/def2-TZVPD.

The geometry in XYZ format:
```
39
H26O13 wB97M-V/def2-TZVPD
H -0.95921 0.78522 -0.63565
H -0.32873 -0.03880 0.47499
H 0.89174 2.02627 1.87324
H 1.48770 3.42443 1.86813
H 0.61329 -0.12030 -2.20979
H 1.86030 -0.95665 -2.44544
H 2.80521 0.77865 3.40615
H 2.56230 1.21657 1.97114
H -0.96620 -4.27016 1.70909
H 0.16016 -4.20632 2.72755
H -0.16335 -0.56254 4.02323
H 0.53266 -1.83818 3.57784
H 0.98338 -1.30516 0.03586
H 1.08817 -0.72017 1.43473
H 3.47512 -2.71899 1.66629
H 2.16956 -3.38059 2.07599
H -4.90502 -1.01185 0.35368
H -3.41437 -0.88301 0.62091
H 2.79343 3.67800 -1.74265
H 1.38199 3.39914 -2.23267
H -3.12371 2.21419 -2.38656
H -1.95804 1.58999 -3.13599
H -0.59987 1.94728 -4.79007
H 0.46832 3.00747 -5.00220
H -3.55446 -1.71097 -2.15661
H -2.94385 -2.30369 -3.41592
O -0.11081 0.59049 -0.22178
O 0.77535 2.90056 1.48458
O 0.97921 -0.78980 -2.79874
O 2.20133 1.29583 2.86131
O -0.19470 -3.74843 1.95724
O -0.22534 -1.52255 4.08262
O 1.59257 -0.84304 0.62265
O 2.74929 -2.64263 2.29584
O -4.21372 -0.35728 0.50413
O 1.90426 3.48151 -1.42679
O -2.25987 1.80994 -2.24744
O -0.06734 2.59521 -4.31511
O -3.17478 -2.52479 -2.50665
```

ΔE to the lowest compared entry with this formula, charge and spin in eV: 3.6420
Orbital gap in eV: 9.99
Electronic energy in Eh: -993.63939
HOMO level in eV: -9.9
Strongest force on any atom in eV/Å: 1.2
Lowest unoccupied orbital energy in eV: 0.06